ORCA calculation (the ωB97M-V functional and the def2-TZVPD basis) on a cluster of 2 separate species, C2H9NO3Si in total in a non-equilibrium geometry.

```
16
Properties=species:S:1:pos:R:3:forces:R:3:lowdin_charge:R:1
O 4.3712 -1.1946 -1.4035 2.72 -0.35 -1.00 -0.256
Si 2.9243 -1.0234 -1.1916 -0.65 0.30 0.25 0.202
O 2.3257 -1.0085 0.2601 -1.37 -0.38 0.44 -0.087
O 1.7997 -0.7282 -2.3058 -2.42 -0.47 5.54 -0.020
H 1.3265 -1.0216 0.2556 -0.01 0.46 0.85 0.030
H 2.0787 -0.6539 -3.1311 1.89 0.49 -5.90 -0.011
C -1.1686 -0.4475 -0.3967 0.18 -0.74 0.49 -0.121
N -0.2446 -0.2804 0.6929 -0.71 -1.20 2.07 -0.235
C 0.2007 1.0584 1.0704 1.51 -0.19 0.69 -0.124
H -2.0405 0.1622 -0.3001 -0.26 1.43 -0.84 0.076
H -0.5509 -0.5285 -1.2625 -0.43 0.84 -1.35 0.061
H -1.6517 -1.3994 -0.3159 0.14 -1.10 0.21 0.076
H -0.7015 -0.7214 1.5240 0.85 0.64 -0.86 0.131
H -0.5521 1.8447 1.0047 -0.22 -0.06 -0.12 0.066
H 0.4727 0.9231 2.1775 0.11 0.73 -1.71 0.110
H 1.1099 1.3655 0.4273 -1.35 -0.41 1.23 0.100
```
Positions in Å, forces in eV/Å.

Properties
Charge   0
Energy relative to the best compared isomer or geometry (same formula, charge and spin)   39.3 kcal/mol
LUMO level   0.21 eV
Molar mass   123.2 g mol⁻¹
Energy   -651.6390 hartree
Kohn-Sham gap   10.10 eV



ORCA calculation (the ωB97M-V functional and the def2-TZVPD basis) on a cluster of 9 separate species, C27H46Cl7F16NO10 in total in a non-equilibrium geometry.

```
107
Properties=species:S:1:pos:R:3:forces:R:3:lowdin_charge:R:1
C -24.6734 -8.1661 0.5009 -1.09 0.70 0.17 -0.077
O -25.6777 -9.0974 0.9698 0.20 0.00 0.30 -0.202
C -26.8343 -9.3294 0.1319 1.72 0.68 -0.15 -0.188
C -27.8794 -10.1310 0.8655 1.17 -1.46 1.26 -0.041
N -27.2186 -11.3792 1.5675 0.81 1.23 -0.85 0.092
H -26.5044 -11.0063 2.1765 0.64 0.23 0.17 0.151
H -27.8303 -11.8642 2.2083 -0.99 -0.28 0.21 0.108
C -26.6023 -12.3981 0.6479 -1.26 0.68 -0.17 -0.101
C -26.0722 -13.5740 1.3985 0.52 0.66 0.45 -0.195
O -25.1938 -13.0225 2.4016 -0.53 -1.26 -0.06 -0.174
C -24.5572 -14.0675 3.1665 0.12 0.39 -0.07 -0.063
H -25.1189 -7.1804 0.3669 -0.41 0.11 -0.17 0.081
H -24.1801 -8.3868 -0.4457 -0.12 -0.69 0.00 0.086
H -23.9280 -7.9641 1.2701 -0.09 -0.79 0.15 0.089
H -26.4090 -9.7785 -0.7656 -0.60 -0.33 -0.32 0.125
H -27.2912 -8.3773 -0.1382 -0.17 0.08 -0.09 0.126
H -28.6541 -10.5241 0.2072 -0.09 0.30 0.24 0.136
H -28.2347 -9.5498 1.7164 -0.49 -0.07 -0.36 0.134
H -25.8157 -11.9468 0.0433 -0.30 0.24 0.06 0.140
H -27.4975 -12.6674 0.0873 0.48 -0.41 -0.66 0.121
H -25.5332 -14.1692 0.6614 0.17 -0.32 0.14 0.126
H -26.9069 -14.1477 1.8014 0.16 -0.13 0.44 0.107
H -25.2490 -14.8142 3.5565 -0.26 0.17 -0.17 0.064
H -24.0566 -13.6115 4.0207 -0.06 0.16 -0.16 0.093
H -23.8097 -14.5690 2.5519 0.05 -0.07 -0.09 0.092
Cl -30.1418 -13.0756 2.7226 -0.95 0.75 0.55 0.589
O -28.9143 -13.3858 3.3927 1.46 -0.16 0.40 -0.364
O -30.4174 -11.6855 2.7953 0.04 1.83 0.64 -0.352
O -29.9961 -13.3437 1.3294 0.04 -1.52 -1.21 -0.347
O -31.1975 -13.7718 3.3942 -0.37 -0.87 -0.54 -0.340
C -28.7535 -16.9719 4.4166 0.17 0.65 0.33 -0.036
C -27.4050 -17.3919 3.7645 -1.33 0.99 0.16 -0.426
C -26.2808 -17.5799 4.7758 0.65 -0.49 1.85 -0.298
F -25.1204 -18.0382 4.2965 0.44 -0.13 -1.40 0.104
F -25.9531 -16.4222 5.4304 -0.79 0.07 -0.48 0.064
F -27.5899 -18.4995 3.0467 0.34 -0.78 -0.15 0.147
F -27.0898 -16.3926 2.8755 0.04 -0.21 0.29 0.094
O -29.1595 -17.8582 5.4736 -0.53 0.44 0.30 0.024
C -30.3958 -17.5615 6.0610 1.34 -1.75 1.75 -0.539
C -30.6141 -18.6152 7.2139 0.42 0.10 0.68 -0.262
F -31.7927 -18.4732 7.8913 -0.14 0.06 -1.21 0.079
F -30.5218 -19.8720 6.7168 -0.22 0.40 0.09 0.095
F -30.4069 -16.3745 6.7092 -0.11 0.22 -0.88 0.112
F -31.3732 -17.6420 5.1859 -0.78 0.58 -0.80 0.186
H -29.5497 -16.9045 3.6752 0.31 -0.18 -0.35 0.131
H -28.5925 -15.9678 4.8088 -0.01 0.10 0.14 0.113
H -26.5404 -18.3208 5.5321 -0.71 0.13 0.06 0.172
H -29.9037 -18.4507 8.0240 0.71 -0.15 -0.49 0.167
C -29.0595 -16.1704 -0.5734 1.07 0.62 -1.16 0.000
C -29.5547 -17.6059 -0.5519 -1.20 1.96 -0.16 -0.494
C -30.9142 -17.6992 0.2114 -0.01 -2.11 -0.39 -0.313
F -30.7827 -17.3775 1.5108 0.32 0.63 0.28 0.089
F -31.8991 -16.9793 -0.3395 0.23 0.90 -0.27 0.094
F -29.7298 -18.0900 -1.7986 -0.56 0.23 -0.48 0.132
F -28.6636 -18.3981 -0.0092 0.98 -0.98 1.36 0.167
O -27.7763 -16.1718 -1.3443 -0.92 1.93 0.27 0.023
C -27.7250 -15.1924 -2.3550 1.40 -1.12 1.59 -0.521
C -26.2597 -15.0466 -2.8336 0.99 -0.99 -1.14 -0.271
F -26.2100 -14.1944 -3.9009 -0.32 0.07 0.64 0.081
F -25.3455 -14.6412 -1.9206 -0.79 0.58 0.46 0.086
F -28.4218 -15.6651 -3.3880 -0.62 0.83 -0.43 0.170
F -28.1455 -13.9492 -1.9649 -0.44 -0.92 -0.24 0.126
H -28.9270 -15.7219 0.4112 0.41 -0.51 0.20 0.128
H -29.7609 -15.4744 -1.0335 -0.23 -0.43 -0.34 0.142
H -31.2510 -18.7350 0.1704 0.15 -0.25 0.01 0.171
H -25.8629 -15.9979 -3.1882 -0.49 -0.27 -0.03 0.171
C -33.8227 -11.8614 7.7785 -0.19 0.06 1.45 -0.166
C -33.5084 -12.2420 6.3287 -0.47 -0.28 1.29 -0.163
C -33.2419 -13.7555 6.4774 0.42 0.41 0.17 -0.162
O -33.0895 -14.0608 7.9112 -0.29 -0.15 -0.82 -0.147
C -33.1086 -12.8663 8.6969 1.11 0.60 -1.52 -0.206
H -34.8640 -12.0316 8.0523 -0.33 0.58 -0.57 0.112
H -33.4995 -10.8401 7.9799 -0.37 0.05 0.20 0.111
H -32.6939 -11.6231 5.9521 0.19 -0.34 -0.07 0.107
H -34.4160 -11.9953 5.7776 0.21 -0.29 -0.38 0.083
H -32.3426 -14.0710 5.9485 0.24 0.07 0.13 0.089
H -34.0474 -14.3075 5.9929 -0.20 -0.29 0.68 0.073
H -32.1047 -12.4807 8.8745 0.60 -0.24 -0.17 0.084
H -33.4702 -13.0355 9.7112 -0.77 -0.21 -0.35 0.118
C -31.6690 -6.9768 -0.5323 0.10 1.08 -1.27 -0.163
C -32.3285 -8.2257 -0.0473 -2.23 -0.74 -0.52 -0.206
C -31.3260 -8.9347 0.7640 -0.21 -0.02 2.50 -0.259
O -30.1663 -8.1390 0.7547 2.32 0.14 -0.54 -0.152
C -30.4808 -6.7981 0.4043 -0.83 0.01 -0.26 -0.185
H -32.3368 -6.1208 -0.6285 -0.06 0.08 0.56 0.114
H -31.3207 -7.0712 -1.5609 0.31 -0.38 -0.04 0.110
H -32.7018 -8.9267 -0.7938 0.07 0.44 -0.58 0.111
H -33.2148 -8.0427 0.5603 0.02 0.34 0.06 0.108
H -31.2434 -10.0001 0.5486 0.96 0.16 -0.46 0.100
H -31.6237 -8.9207 1.8125 -0.40 -0.30 0.24 0.109
H -29.6535 -6.2563 -0.0540 0.32 -0.57 -0.17 0.115
H -30.7399 -6.1750 1.2603 -0.24 -0.28 0.51 0.117
C -34.0839 -11.2565 3.1382 0.54 -0.21 -0.51 -0.987
Cl -34.3397 -9.6590 3.8388 -0.22 -0.06 0.08 0.526
Cl -33.9131 -11.1188 1.3332 -0.13 -0.31 0.89 0.523
H -33.1573 -11.6461 3.5600 0.02 0.07 -0.40 -0.004
H -34.8868 -11.9571 3.3677 -0.11 0.42 -0.19 0.014
C -29.2241 -13.1945 7.0596 -0.32 0.01 0.08 -0.988
Cl -28.0647 -14.4758 7.3981 0.58 0.04 -0.05 0.552
Cl -29.0532 -11.8066 8.1950 -0.20 -0.58 -0.44 0.490
H -29.0965 -12.8227 6.0430 0.09 -0.10 0.20 0.016
H -30.1782 -13.7078 7.1787 -0.15 0.65 0.12 0.004
C -33.6934 -15.9681 2.4918 -0.27 0.24 -0.40 -1.014
Cl -34.9748 -15.1618 3.4187 0.37 0.47 0.27 0.530
Cl -34.4601 -17.4087 1.8189 0.44 -0.53 -0.20 0.515
H -33.3976 -15.3335 1.6564 -0.09 0.00 0.24 0.028
H -32.8211 -16.1988 3.1034 -0.38 -0.10 0.09 0.018
```
Positions in Å, forces in eV/Å.

Properties
Charge   0
LUMO level   0.22 eV
Molar mass   1096.8 g mol⁻¹
Energy   -6682.3862 hartree
Kohn-Sham gap   9.40 eV



ORCA calculation (the ωB97M-V functional and the def2-TZVPD basis) on a structure of composition C23H49IrN4P3S in a non-equilibrium geometry.

```
81
Properties=species:S:1:pos:R:3:forces:R:3:lowdin_charge:R:1
Ir 0.5103 0.1482 0.3247 -0.98 1.81 2.46 0.917
P -0.5747 2.3061 1.2929 -0.70 1.47 0.29 0.741
P -1.6073 -0.4117 -0.4634 -1.54 -0.70 0.43 0.706
P 2.4407 1.4361 0.3327 2.30 0.22 0.29 0.687
H 1.5755 -1.2921 -2.9356 0.19 0.67 -0.17 0.031
C 1.3723 -0.5839 -2.1299 0.43 -0.86 -1.62 -0.149
C 1.4193 -1.2044 -0.8221 0.20 -0.62 0.21 -0.515
H 0.7405 -2.0687 -0.7369 0.47 -0.17 -0.39 0.037
C -1.1329 3.4584 -0.0326 0.03 -0.09 -0.05 -0.234
C -2.0512 2.3738 2.4090 -0.19 -0.44 0.10 -0.244
C 0.4196 3.4956 2.2998 0.30 -0.16 0.08 -0.256
C -1.9915 -2.1451 -0.9495 0.07 -0.33 -0.20 -0.240
C -2.9917 -0.1642 0.7215 -0.40 0.10 0.04 -0.239
C -2.0909 0.6115 -1.8886 0.03 0.21 -0.51 -0.250
C 3.8822 0.6050 -0.4454 0.48 0.53 -0.10 -0.224
C 3.2495 1.9309 1.9212 -0.35 0.15 -0.07 -0.217
C 2.3478 3.0039 -0.6154 0.03 -0.03 -0.19 -0.229
H 1.4669 0.4830 -2.3190 -0.05 -0.18 -0.06 0.048
H 2.4469 -1.5333 -0.5561 -0.60 0.21 -0.06 0.066
H -1.5655 4.3592 0.4273 0.16 -0.29 -0.07 0.077
H -1.8972 2.9932 -0.6606 0.14 0.11 0.11 0.021
H -0.2893 3.7593 -0.6636 -0.25 -0.05 0.13 0.032
H -2.1228 3.3666 2.8798 0.18 -0.33 -0.31 0.069
H -1.9458 1.6343 3.2130 -0.13 0.14 -0.12 0.050
H -2.9878 2.1897 1.8733 0.29 0.01 0.17 0.038
H -0.2194 4.3065 2.6813 0.07 -0.35 -0.33 0.073
H 1.2316 3.9501 1.7236 -0.21 -0.15 0.29 0.027
H 0.8252 2.9679 3.1703 -0.05 0.21 -0.10 0.051
H -2.8038 -2.5305 -0.3192 0.32 0.12 -0.20 0.062
H -1.1399 -2.8153 -0.8366 -0.02 0.00 -0.09 0.031
H -2.3206 -2.2068 -1.9918 0.01 0.05 0.27 0.012
H -3.5552 0.7419 0.4708 0.16 -0.18 0.10 0.051
H -2.6531 -0.0924 1.7552 -0.02 0.03 -0.19 0.016
H -3.6929 -1.0058 0.6661 0.16 0.26 -0.05 0.065
H -2.4999 -0.0086 -2.6918 -0.05 0.07 0.21 0.031
H -1.2226 1.1399 -2.2919 -0.12 -0.01 0.05 0.033
H -2.8551 1.3424 -1.6049 0.17 -0.17 -0.04 0.051
H 4.5261 1.3650 -0.9310 -0.28 -0.37 0.41 0.076
H 3.6213 -0.1157 -1.2038 -0.03 -0.05 -0.19 0.018
H 4.4763 0.1026 0.3239 -0.11 0.02 -0.07 0.067
H 4.1765 2.4638 1.6650 -0.18 -0.22 0.06 0.082
H 3.4858 1.0418 2.5202 0.08 0.25 -0.25 0.045
H 2.6229 2.6049 2.5180 0.38 -0.37 -0.24 0.018
H 3.3133 3.1375 -1.1284 -0.40 0.06 0.22 0.067
H 2.1772 3.8616 0.0437 0.03 -0.20 -0.27 0.046
H 1.5522 2.9551 -1.3665 0.22 0.08 0.09 0.032
C -1.5813 -0.8367 -5.2670 0.16 -0.50 0.54 -0.515
C -1.2145 0.5230 -5.3416 -0.12 1.70 -1.03 -0.063
C -2.0364 1.4307 -6.0115 0.98 -0.40 0.60 0.008
C -3.2012 0.9586 -6.6540 0.34 0.81 0.19 0.057
C -3.5322 -0.4023 -6.6228 -0.02 -1.63 -0.07 0.019
C -2.7260 -1.3026 -5.9389 -1.08 -0.14 -0.21 -0.027
S -0.6990 -1.8329 -4.1102 -1.41 -0.57 -0.84 0.986
H 0.4184 -1.8986 -4.8056 0.87 0.46 -0.23 -0.051
H -0.2928 0.8458 -4.8608 -0.22 0.02 -0.12 0.120
H -1.7573 2.4905 -6.0520 -0.22 -0.50 0.00 0.139
H -3.8340 1.6697 -7.1789 0.05 -0.17 -0.01 0.146
H -4.4044 -0.7720 -7.1819 0.44 0.24 0.35 0.150
H -2.9508 -2.3740 -5.9183 -0.03 0.47 -0.02 0.138
C 0.9425 -0.5924 3.2922 0.19 0.07 0.85 -0.174
N 0.7365 -1.3219 1.9842 0.11 -0.56 0.53 -0.207
C -0.4892 -2.1628 2.2405 -0.19 -0.95 0.72 -0.171
N -0.3074 -3.1239 3.3384 0.45 0.64 -0.38 -0.070
C -0.0361 -2.3790 4.5848 0.03 0.12 -0.18 -0.127
N 1.1419 -1.4956 4.4239 -0.30 -0.13 -0.69 -0.068
C 2.3003 -2.3643 4.1583 -0.09 -0.08 0.05 -0.133
N 2.1016 -3.1732 2.9395 -0.68 0.78 -0.37 -0.068
C 1.9266 -2.2675 1.8031 0.35 -0.74 0.84 -0.164
C 0.8626 -3.9746 3.0515 0.11 0.06 0.18 -0.130
H 0.0382 0.0087 3.4784 0.27 -0.09 -0.10 0.117
H 1.8172 0.0663 3.2098 -0.26 -0.22 -0.06 0.099
H -0.7540 -2.7391 1.3473 0.15 0.26 0.02 0.111
H -1.3085 -1.4959 2.5386 0.21 -0.07 -0.30 0.110
H 0.1810 -3.0987 5.3853 -0.17 0.27 -0.18 0.144
H -0.9186 -1.7850 4.8528 0.19 -0.09 -0.02 0.138
H 3.1944 -1.7386 4.0419 -0.10 -0.23 0.04 0.137
H 2.4180 -3.0301 5.0199 0.15 0.14 -0.21 0.144
H 1.7687 -2.9120 0.9292 -0.04 0.46 0.15 0.117
H 2.8504 -1.6765 1.7075 -0.41 0.03 -0.17 0.129
H 0.9744 -4.6973 3.8665 -0.02 0.08 -0.23 0.144
H 0.7019 -4.5034 2.1013 0.05 0.02 0.30 0.138
```
Positions in Å, forces in eV/Å.

Properties
Charge   +3
Energy relative to the best compared isomer or geometry (same formula, charge and spin)   0.0 kcal/mol
Multiplicity   5
LUMO level (spin up / spin down)   -8.32 / -12.55 eV
Molar mass   698.9 g mol⁻¹
Energy   -2650.2610 hartree
Kohn-Sham gap (spin up / spin down)   7.65 / 3.60 eV



ORCA calculation (the ωB97M-V functional and the def2-TZVPD basis) on a structure of composition C17H35InNO6 in a non-equilibrium geometry.

```
60
Properties=species:S:1:pos:R:3:forces:R:3:lowdin_charge:R:1
In 21.6361 -9.0129 18.9020 0.17 -1.78 -0.78 1.273
C 17.4404 -9.9564 19.0854 -0.10 0.44 -0.61 -0.060
C 18.3608 -11.1725 19.1024 0.56 0.32 1.34 -0.390
O 19.6427 -10.9399 18.7315 1.15 0.78 -0.91 -0.195
H 17.7463 -9.2051 19.8164 0.04 -0.27 0.28 0.074
H 16.4112 -10.2645 19.2588 0.00 0.06 0.12 0.084
H 17.4934 -9.4463 18.1211 -0.07 -0.21 -0.09 0.082
H 17.9523 -11.9119 18.3772 0.15 0.04 -0.09 0.164
H 18.3928 -11.6366 20.0994 -0.54 -0.18 -0.08 0.106
C 25.6682 -8.5841 16.3397 0.74 0.57 -0.48 -0.075
C 24.2478 -8.7016 15.8327 0.65 -1.86 1.13 -0.391
O 23.2879 -8.4838 16.7491 -1.35 1.51 0.59 -0.210
H 25.9281 -7.5426 16.5432 -0.09 -0.01 0.08 0.079
H 26.3564 -8.9156 15.5556 -0.02 0.01 0.01 0.079
H 25.9082 -9.1617 17.2314 -0.44 -0.16 0.02 0.079
H 24.1183 -9.7317 15.4256 -0.09 0.15 -0.41 0.117
H 24.0829 -8.0410 14.9586 -0.33 0.07 0.01 0.159
C 23.5962 -13.0232 13.5371 0.54 -1.55 0.10 -0.013
C 23.7663 -13.2241 15.0317 -0.29 -0.07 -0.32 -0.297
C 25.0723 -12.6881 15.6233 -0.73 0.57 -0.49 -0.063
O 24.6335 -11.9825 16.7925 0.16 -0.41 0.43 0.061
C 23.2913 -11.9117 16.8219 0.45 0.54 -0.69 -0.571
O 22.6985 -11.2735 17.6415 -0.47 0.10 0.51 0.031
O 22.7446 -12.5155 15.7659 0.04 -0.02 0.42 0.112
H 24.5357 -13.3895 13.1055 0.06 0.46 -0.18 0.096
H 23.3480 -12.0314 13.1778 0.04 0.13 0.23 0.094
H 22.9009 -13.7854 13.1840 -0.44 0.48 -0.12 0.089
H 23.6292 -14.2838 15.2534 0.08 0.03 0.09 0.156
H 25.4859 -11.9484 14.9347 0.31 -0.08 0.12 0.132
H 25.7891 -13.4672 15.8581 0.06 0.10 0.21 0.141
C 24.3812 -12.0709 22.8061 -0.15 -0.01 0.66 -0.016
C 23.1023 -12.3519 22.0201 -0.26 0.00 -0.26 -0.494
C 22.2939 -13.4769 22.6943 0.12 -1.06 0.47 -0.124
C 21.2745 -13.1078 23.7625 0.13 0.46 0.58 -0.171
C 20.3695 -12.0041 23.2615 0.49 -0.49 -1.49 -0.128
C 21.2127 -10.7946 22.8471 -0.51 1.44 0.84 -0.511
N 22.2332 -11.1637 21.8758 -1.04 -1.14 -0.48 -0.089
O 22.8593 -10.0656 21.2698 0.12 -0.04 0.51 -0.121
C 20.2533 -9.7779 22.2018 0.77 0.29 -0.23 -0.047
C 21.7961 -10.0982 24.1069 -0.22 -0.93 -0.16 -0.007
C 23.4204 -12.8079 20.5994 0.55 0.61 -0.68 -0.034
H 24.1575 -11.8628 23.8567 -0.10 0.34 -0.10 0.081
H 24.9435 -11.2437 22.3727 0.14 -0.08 0.04 0.084
H 25.0117 -12.9573 22.8863 0.08 0.01 -0.52 0.094
H 21.8556 -14.1468 21.9502 -0.26 0.39 -0.19 0.122
H 23.0064 -14.1316 23.2078 0.22 0.08 -0.22 0.124
H 21.8293 -12.7693 24.6443 -0.12 0.09 0.03 0.105
H 20.7190 -13.9700 24.1322 -0.01 -0.14 -0.36 0.121
H 19.5148 -11.7378 23.8796 0.31 0.19 0.37 0.129
H 19.9360 -12.3362 22.3062 -0.15 -0.20 0.14 0.124
H 20.8088 -8.8496 22.0346 -0.20 0.14 0.05 0.067
H 19.8980 -10.1061 21.2224 -0.18 -0.25 0.18 0.037
H 19.4336 -9.5511 22.8795 -0.11 -0.08 -0.09 0.098
H 20.9530 -9.8074 24.7328 0.15 0.47 0.00 0.097
H 22.3572 -10.8204 24.6965 0.23 0.16 0.00 0.065
H 22.4416 -9.2591 23.8467 -0.14 0.19 0.19 0.084
H 23.9367 -13.7670 20.5633 -0.26 -0.15 0.14 0.096
H 24.0778 -12.1064 20.0725 0.12 0.08 0.32 0.079
H 22.5177 -12.7823 19.9875 -0.13 -0.49 0.20 0.086
H 23.3433 -9.6466 22.0012 0.19 0.38 -0.36 0.106
```
Positions in Å, forces in eV/Å.

Properties
Charge   +1
Energy relative to the best compared isomer or geometry (same formula, charge and spin)   0.0 kcal/mol
LUMO level   -7.81 eV
Molar mass   464.3 g mol⁻¹
Energy   -1364.5718 hartree
Kohn-Sham gap   3.24 eV